# 1
Entry from OMol25: a structure of composition C18H12IrN6O2Se3Te (ωB97M-V/def2-TZVPD).

ORCA input file:
```
! wB97M-V def2-TZVPD RIJCOSX def2/J DEFGRID3
* xyz 2 2
Ir 1.86 1.50 -0.07
C 4.51 -1.88 -0.41
C 4.05 -0.57 -0.40
N 2.75 -0.31 -0.27
C 1.87 -1.35 -0.21
C 2.38 -2.66 -0.24
N 3.66 -2.89 -0.32
C 0.48 -0.96 -0.18
C -0.62 -1.80 -0.22
C -1.92 -1.28 -0.27
C -2.04 0.12 -0.29
C -0.92 0.93 -0.23
N 0.33 0.40 -0.17
C -0.89 2.38 -0.22
C -1.99 3.24 -0.26
N -1.84 4.54 -0.34
C -0.62 5.05 -0.37
C 0.50 4.24 -0.28
N 0.36 2.92 -0.20
C -3.10 -2.16 -0.30
C -2.99 -3.56 -0.29
C -4.13 -4.34 -0.26
N -5.32 -3.80 -0.24
C -5.49 -2.50 -0.26
C -4.41 -1.64 -0.29
H 5.56 -2.12 -0.49
H 4.71 0.28 -0.53
H 1.72 -3.52 -0.20
H -0.45 -2.86 -0.22
H -3.00 0.60 -0.36
H -3.01 2.88 -0.24
H -0.54 6.13 -0.47
H 1.50 4.63 -0.29
H -2.03 -4.06 -0.32
H -4.08 -5.42 -0.25
H -6.51 -2.13 -0.24
H -4.60 -0.58 -0.29
Se 2.02 0.68 3.01
Se 3.59 2.08 3.65
Te 5.90 1.52 2.54
Se 6.15 3.02 0.71
O 3.58 2.46 -0.30
O 3.03 2.78 0.87
*
```

Results
Orbital gap (alpha / beta): 4.9 / 5.1 eV
HOMO energy (alpha / beta): -14.0 / -14.3 eV

Partial charges, natural (NBO), in e:
1 Ir 0.995
2 C 0.046
3 C 0.047
4 N -0.410
5 C 0.098
6 C 0.064
7 N -0.310
8 C 0.285
9 C -0.244
10 C 0.221
11 C -0.222
12 C 0.215
13 N -0.495
14 C 0.115
15 C 0.066
16 N -0.311
17 C 0.053
18 C 0.053
19 N -0.402
20 C -0.136
21 C -0.190
22 C 0.058
23 N -0.350
24 C 0.058
25 C -0.188
26 H 0.243
27 H 0.250
28 H 0.226
29 H 0.245
30 H 0.247
31 H 0.226
32 H 0.244
33 H 0.250
34 H 0.210
35 H 0.221
36 H 0.222
37 H 0.210
38 Se 0.118
39 Se 0.183
40 Te 0.407
41 Se -0.032
42 O -0.306
43 O -0.280

# 2
Entry from OMol25: a structure of composition C18H13BF9IrN2O6S (ωB97M-V/def2-TZVPD).

ORCA input file:
```
! wB97M-V def2-TZVPD RIJCOSX def2/J DEFGRID3
* xyz 0 5
Ir 0.29 0.35 -0.64
F 3.42 -1.10 5.55
C 3.23 -0.74 4.30
C 1.94 -0.70 3.78
F 0.91 -1.04 4.55
C 1.74 -0.31 2.49
F 0.49 -0.26 2.07
C 2.81 0.04 1.64
S 2.65 0.48 -0.01
C 4.10 0.00 2.20
F 5.15 0.32 1.47
C 4.31 -0.38 3.51
F 5.53 -0.40 4.02
O 0.51 0.49 -2.81
C 0.32 1.47 -3.54
C 0.18 2.84 -3.14
C 0.00 3.77 -4.17
C -0.10 5.10 -3.89
C -0.01 5.57 -2.57
C 0.17 4.68 -1.55
C 0.25 3.28 -1.78
O 0.38 2.50 -0.76
N -0.31 6.05 -4.98
O -0.33 5.63 -6.13
O -0.45 7.23 -4.68
H 0.26 1.29 -4.62
H -0.06 3.44 -5.20
H -0.08 6.63 -2.39
H 0.26 5.02 -0.52
O -2.64 -1.25 -1.74
C -2.13 -1.47 -0.67
O -1.41 -0.65 0.06
C -2.31 -2.85 -0.04
N -1.43 -2.93 1.19
C -2.29 -3.23 2.37
C -3.65 -2.67 1.96
C -3.73 -3.08 0.48
H -1.98 -3.58 -0.77
H -1.02 -1.99 1.25
H -0.64 -3.58 1.05
H -1.86 -2.79 3.27
H -2.34 -4.31 2.49
H -3.65 -1.58 2.06
H -4.46 -3.08 2.56
H -4.45 -2.49 -0.10
H -4.01 -4.13 0.40
F 0.38 -4.20 0.25
B 1.33 -3.14 0.39
F 0.91 -2.05 -0.47
F 1.22 -2.65 1.74
F 2.61 -3.53 0.08
*
```

Results
Orbital gap (alpha / beta): 8.2 / 5.8 eV
Energy relative to the best compared isomer or geometry (same formula, charge and spin): 0.00 kJ/mol
HOMO energy (alpha / beta): -8.8 / -9.0 eV

Partial charges, Mulliken, in e:
1 Ir 2.334
2 F -0.289
3 C 0.618
4 C -0.053
5 F -0.324
6 C 0.117
7 F -0.393
8 C 0.408
9 S -0.413
10 C 0.319
11 F -0.302
12 C 0.338
13 F -0.279
14 O -0.713
15 C 0.190
16 C 0.344
17 C -0.586
18 C -0.348
19 C -0.380
20 C -0.608
21 C 0.704
22 O -0.849
23 N 1.003
24 O -0.619
25 O -0.619
26 H 0.372
27 H 0.475
28 H 0.478
29 H 0.432
30 O -0.652
31 C 0.195
32 O -1.027
33 C 0.375
34 N 0.230
35 C -0.653
36 C -0.539
37 C -0.947
38 H 0.418
39 H 0.085
40 H 0.427
41 H 0.347
42 H 0.378
43 H 0.254
44 H 0.423
45 H 0.426
46 H 0.343
47 F -0.387
48 B 0.133
49 F -0.536
50 F -0.321
51 F -0.332

# 3
Entry from OMol25: a structure of composition C18H13ClF5N2O3SeSn (ωB97M-V/def2-TZVPD).

ORCA input file:
```
! wB97M-V def2-TZVPD RIJCOSX def2/J DEFGRID3
* xyz 1 1
Sn 1.78 0.06 -0.57
O -2.99 0.04 2.04
C -1.74 0.12 2.35
N -0.78 0.20 1.46
C 0.39 0.27 2.18
O 1.51 0.38 1.67
C 0.12 0.22 3.65
C 0.93 0.24 4.75
C 0.30 0.16 6.00
C -1.08 0.06 6.11
C -1.90 0.04 4.97
C -1.27 0.12 3.76
H 2.01 0.31 4.66
H 0.91 0.17 6.90
H -1.53 0.00 7.09
H -2.97 -0.04 5.06
Cl 4.64 -0.54 0.05
C 3.75 0.99 -0.28
H 4.22 1.47 -1.14
H 3.85 1.61 0.60
F -9.23 -0.57 0.90
C -7.93 -0.44 0.75
C -7.37 0.83 0.71
F -8.14 1.90 0.82
C -6.00 0.96 0.57
F -5.48 2.19 0.54
C -5.18 -0.15 0.45
Se -3.32 0.04 0.18
C -5.76 -1.42 0.49
F -5.02 -2.51 0.40
C -7.13 -1.57 0.64
F -7.68 -2.77 0.69
C 1.73 3.83 0.89
N 0.58 4.07 0.03
C -0.09 5.36 0.13
C 0.16 3.14 -0.80
O 0.65 2.00 -0.90
H 2.04 4.77 1.32
H 2.55 3.42 0.30
H 1.49 3.12 1.69
H 0.61 6.16 -0.06
H -0.52 5.48 1.12
H -0.89 5.41 -0.61
H -0.68 3.43 -1.44
*
```

Results
Orbital gap: 7.4 eV
Energy relative to the best compared isomer or geometry (same formula, charge and spin): 183.92 kJ/mol
HOMO energy: -11.5 eV

Partial charges, natural (NBO), in e:
1 Sn 1.304
2 O -0.581
3 C 0.663
4 N -0.628
5 C 0.710
6 O -0.652
7 C -0.162
8 C -0.140
9 C -0.177
10 C -0.171
11 C -0.175
12 C -0.066
13 H 0.242
14 H 0.236
15 H 0.236
16 H 0.241
17 Cl -0.067
18 C -0.920
19 H 0.230
20 H 0.221
21 F -0.258
22 C 0.326
23 C 0.296
24 F -0.276
25 C 0.358
26 F -0.285
27 C -0.439
28 Se 0.735
29 C 0.381
30 F -0.277
31 C 0.260
32 F -0.265
33 C -0.424
34 N -0.371
35 C -0.405
36 C 0.574
37 O -0.752
38 H 0.227
39 H 0.226
40 H 0.216
41 H 0.218
42 H 0.214
43 H 0.222
44 H 0.155

# 4
Entry from OMol25: a cluster of 2 separate species, C18H13N5O5 in total (ωB97M-V/def2-TZVPD).

ORCA input file:
```
! wB97M-V def2-TZVPD RIJCOSX def2/J DEFGRID3
* xyz 0 1
C -5.27 -0.07 1.67
C -4.87 1.26 1.48
C -3.52 1.56 1.27
C -2.55 0.54 1.20
C -1.12 0.95 0.98
C -0.13 0.02 0.48
N 1.16 0.13 1.07
C 1.78 1.35 1.21
C 3.16 1.42 1.35
C 3.91 0.27 1.46
C 3.25 -0.96 1.44
C 1.89 -1.02 1.29
O -0.84 2.15 1.22
C -2.95 -0.77 1.50
C -4.31 -1.08 1.71
H -6.33 -0.31 1.81
H -5.61 2.07 1.47
H -3.20 2.60 1.21
H -0.46 -1.00 0.25
H 1.14 2.22 1.18
H 3.60 2.42 1.37
H 5.00 0.32 1.55
H 3.78 -1.91 1.53
H 1.29 -1.93 1.26
H -2.19 -1.54 1.61
H -4.60 -2.11 1.89
O -2.07 -0.55 -2.10
N -1.21 -1.34 -2.56
C 0.17 -1.16 -2.25
C 0.60 0.04 -1.60
C 1.92 0.30 -1.90
N 2.69 1.44 -1.66
O 2.40 2.54 -1.23
O 4.00 1.14 -2.03
N 4.10 -0.17 -2.56
C 2.81 -0.64 -2.52
N 2.39 -1.81 -3.01
C 1.09 -2.04 -2.91
O -1.53 -2.26 -3.34
H -0.10 0.86 -1.34
H 0.69 -2.94 -3.42
*
```

Results
Orbital gap: 6.2 eV
Energy relative to the best compared isomer or geometry (same formula, charge and spin): 611.63 kJ/mol
HOMO energy: -8.0 eV

Partial charges, natural (NBO), in e:
1 C -0.188
2 C -0.217
3 C -0.153
4 C -0.134
5 C 0.486
6 C -0.266
7 N -0.266
8 C 0.040
9 C -0.213
10 C -0.168
11 C -0.228
12 C 0.036
13 O -0.610
14 C -0.172
15 C -0.221
16 H 0.218
17 H 0.219
18 H 0.238
19 H 0.231
20 H 0.293
21 H 0.250
22 H 0.239
23 H 0.244
24 H 0.231
25 H 0.206
26 H 0.218
27 O -0.402
28 N 0.497
29 C -0.115
30 C -0.114
31 C -0.067
32 N 0.424
33 O -0.386
34 O -0.153
35 N -0.116
36 C 0.304
37 N -0.458
38 C 0.129
39 O -0.401
40 H 0.305
41 H 0.242

# 5
Entry from OMol25: the molecule C18H13NO4 (ωB97M-V/def2-TZVPD).

ORCA input file:
```
! wB97M-V def2-TZVPD RIJCOSX def2/J DEFGRID3
* xyz 0 1
O -0.51 0.75 1.17
C 0.44 0.02 0.98
N 1.42 -0.25 1.88
C 1.57 0.24 3.18
C 0.69 1.13 3.79
C 0.92 1.56 5.09
C 2.02 1.11 5.79
C 2.91 0.22 5.19
C 2.69 -0.21 3.90
O 3.54 -1.09 3.26
H 4.26 -1.32 3.86
H 3.78 -0.13 5.73
H 2.20 1.44 6.80
H 0.23 2.25 5.55
H -0.17 1.47 3.24
H 2.17 -0.87 1.61
C 0.62 -0.71 -0.30
C 1.50 -1.70 -0.70
C 1.15 -2.01 -2.02
C 0.08 -1.20 -2.34
C -0.62 -1.12 -3.63
O -0.20 -1.75 -4.59
C -1.82 -0.26 -3.73
C -2.12 0.27 -4.99
C -3.22 1.08 -5.16
C -4.05 1.36 -4.09
C -3.78 0.82 -2.84
C -2.67 0.02 -2.66
H -2.48 -0.41 -1.68
H -4.43 1.03 -2.01
H -4.92 2.00 -4.22
H -3.44 1.50 -6.14
H -1.46 0.04 -5.81
O -0.23 -0.42 -1.29
H 1.61 -2.73 -2.67
H 2.29 -2.15 -0.13
*
```

Results
Orbital gap: 8.0 eV
SMILES: O=C(Nc1ccccc1O)c1ccc(C(=O)c2ccccc2)o1
Energy relative to the best compared isomer or geometry (same formula, charge and spin): 26.97 kJ/mol
HOMO energy: -8.4 eV

Partial charges, natural (NBO), in e:
1 O -0.581
2 C 0.625
3 N -0.606
4 C 0.161
5 C -0.242
6 C -0.220
7 C -0.210
8 C -0.272
9 C 0.252
10 O -0.692
11 H 0.492
12 H 0.207
13 H 0.216
14 H 0.217
15 H 0.258
16 H 0.417
17 C 0.192
18 C -0.274
19 C -0.233
20 C 0.165
21 C 0.521
22 O -0.528
23 C -0.190
24 C -0.147
25 C -0.222
26 C -0.183
27 C -0.237
28 C -0.105
29 H 0.219
30 H 0.217
31 H 0.214
32 H 0.216
33 H 0.231
34 O -0.355
35 H 0.248
36 H 0.227

# 6
Entry from OMol25: a structure of composition C18H13NO4Pt (ωB97M-V/def2-TZVPD).

ORCA input file:
```
! wB97M-V def2-TZVPD RIJCOSX def2/J DEFGRID3
* xyz 0 1
Pt -0.82 2.31 0.56
C -2.18 -0.05 -2.81
C -2.17 0.37 -1.36
O -1.75 1.54 -1.15
C -2.61 -0.53 -0.35
C -3.06 -1.83 -0.70
C -3.41 -2.76 0.24
C -3.30 -2.42 1.60
C -2.89 -1.18 1.99
C -2.55 -0.17 1.04
O -2.25 0.99 1.49
H -1.79 0.77 -3.41
H -3.19 -0.29 -3.15
H -1.56 -0.93 -2.94
H -3.16 -2.09 -1.75
H -3.76 -3.73 -0.06
H -3.54 -3.17 2.35
H -2.83 -0.90 3.04
O 1.60 3.43 3.64
C 1.09 3.03 2.61
O -0.02 3.43 2.09
C 1.85 2.00 1.79
C 3.09 1.50 2.22
C 3.75 0.60 1.43
C 3.19 0.21 0.20
C 3.81 -0.70 -0.68
C 3.22 -1.05 -1.87
C 1.99 -0.48 -2.24
C 1.36 0.41 -1.41
C 1.94 0.76 -0.17
N 1.31 1.64 0.65
H 3.46 1.85 3.17
H 4.70 0.18 1.73
H 4.78 -1.12 -0.41
H 3.71 -1.74 -2.53
H 1.54 -0.75 -3.18
H 0.43 0.89 -1.69
*
```

Results
Orbital gap (alpha / beta): 6.9 / 7.1 eV
HOMO energy (alpha / beta): -8.0 / -8.0 eV

Partial charges, natural (NBO), in e:
1 Pt 1.160
2 C -0.710
3 C 0.590
4 O -0.657
5 C -0.282
6 C -0.138
7 C -0.290
8 C -0.139
9 C -0.295
10 C 0.443
11 O -0.720
12 H 0.239
13 H 0.242
14 H 0.238
15 H 0.207
16 H 0.216
17 H 0.215
18 H 0.228
19 O -0.596
20 C 0.742
21 O -0.696
22 C 0.136
23 C -0.223
24 C -0.143
25 C -0.013
26 C -0.199
27 C -0.203
28 C -0.191
29 C -0.204
30 C 0.135
31 N -0.465
32 H 0.259
33 H 0.222
34 H 0.218
35 H 0.221
36 H 0.219
37 H 0.231

# 7
Entry from OMol25: a structure of composition C18H14BBrF4IrN3O2 (ωB97M-V/def2-TZVPD).

ORCA input file:
```
! wB97M-V def2-TZVPD RIJCOSX def2/J DEFGRID3
* xyz 1 2
Ir -0.52 0.75 -0.98
Br -3.74 1.91 0.00
C -3.81 0.22 -0.80
C -5.01 -0.46 -0.98
C -4.97 -1.73 -1.53
C -3.75 -2.29 -1.90
C -2.62 -1.52 -1.69
N -2.65 -0.30 -1.18
C -1.18 -2.04 -1.99
O -1.02 -3.24 -2.02
O -0.35 -1.10 -2.13
H -5.93 -0.01 -0.66
H -5.89 -2.29 -1.67
H -3.66 -3.28 -2.31
C 2.91 0.21 -0.84
N 1.78 1.05 -0.66
C 1.92 2.21 -0.11
C 0.86 3.13 -0.09
C 0.80 4.43 0.46
C -0.40 4.97 0.05
C -1.05 3.98 -0.73
N -0.31 2.87 -0.79
C 2.94 -1.00 0.07
C 1.88 -1.90 0.06
C 1.84 -2.95 0.97
C 2.92 -3.13 1.83
C 3.97 -2.22 1.84
C 4.01 -1.18 0.94
H 3.83 0.79 -0.71
H 2.86 -0.18 -1.86
H 2.89 2.53 0.28
H 1.57 4.88 1.06
H -0.80 5.94 0.27
H -1.99 4.08 -1.23
H 1.09 -1.78 -0.66
H 1.01 -3.63 0.97
H 2.94 -3.99 2.49
H 4.77 -2.33 2.56
H 4.84 -0.49 0.95
F 0.90 -0.65 2.69
B -0.37 -0.23 2.71
F -0.61 0.13 1.10
F -1.30 -1.16 2.91
F -0.58 0.97 3.27
*
```

Results
Orbital gap (alpha / beta): 3.2 / 3.7 eV
Energy relative to the best compared isomer or geometry (same formula, charge and spin): 425.37 kJ/mol
HOMO energy (alpha / beta): -11.6 / -11.8 eV

Partial charges, natural (NBO), in e:
1 Ir 1.575
2 Br 0.132
3 C 0.155
4 C -0.251
5 C -0.104
6 C -0.196
7 C 0.110
8 N -0.489
9 C 0.763
10 O -0.521
11 O -0.713
12 H 0.259
13 H 0.248
14 H 0.270
15 C -0.273
16 N -0.309
17 C 0.102
18 C 0.189
19 C -0.227
20 C -0.118
21 C 0.036
22 N -0.501
23 C -0.065
24 C -0.148
25 C -0.192
26 C -0.170
27 C -0.188
28 C -0.200
29 H 0.219
30 H 0.248
31 H 0.237
32 H 0.261
33 H 0.259
34 H 0.244
35 H 0.202
36 H 0.229
37 H 0.226
38 H 0.226
39 H 0.211
40 F -0.525
41 B 1.385
42 F -0.568
43 F -0.511
44 F -0.519

# 8
Entry from OMol25: the molecule C18H14ClNO4 (ωB97M-V/def2-TZVPD).

ORCA input file:
```
! wB97M-V def2-TZVPD RIJCOSX def2/J DEFGRID3
* xyz 0 1
O -0.01 -1.57 2.71
C -0.17 -1.87 1.56
O -1.22 -2.56 1.08
C -2.21 -2.96 2.03
C -3.39 -2.02 2.04
N -4.58 -2.57 1.81
C -5.64 -1.79 1.81
C -5.59 -0.42 2.03
C -4.35 0.15 2.27
C -3.23 -0.66 2.28
H -2.25 -0.25 2.48
H -4.26 1.21 2.46
H -6.49 0.18 2.02
H -6.58 -2.29 1.62
H -2.55 -3.95 1.72
H -1.76 -3.00 3.03
C 0.75 -1.55 0.47
C 0.69 -1.80 -0.88
C 1.86 -1.26 -1.44
C 2.56 -0.72 -0.40
O 1.90 -0.89 0.75
C 3.88 -0.01 -0.36
O 4.14 0.71 -1.54
C 3.35 1.78 -1.84
C 2.32 2.27 -1.05
C 1.59 3.38 -1.46
C 1.87 4.00 -2.66
C 2.89 3.52 -3.46
C 3.62 2.42 -3.06
Cl 4.89 1.81 -4.05
H 3.12 3.99 -4.40
H 1.29 4.86 -2.98
H 0.79 3.74 -0.83
H 2.07 1.80 -0.11
H 4.70 -0.74 -0.31
H 3.93 0.63 0.53
H 2.16 -1.27 -2.47
H -0.11 -2.31 -1.39
*
```

Results
Orbital gap: 9.4 eV
SMILES: O=C(OCc1ccccn1)c1ccc(COc2ccccc2Cl)o1
Energy relative to the best compared isomer or geometry (same formula, charge and spin): 137.04 kJ/mol
HOMO energy: -8.9 eV

Partial charges, natural (NBO), in e:
1 O -0.588
2 C 0.747
3 O -0.494
4 C -0.114
5 C 0.176
6 N -0.421
7 C 0.041
8 C -0.259
9 C -0.165
10 C -0.243
11 H 0.231
12 H 0.218
13 H 0.220
14 H 0.193
15 H 0.217
16 H 0.221
17 C 0.121
18 C -0.211
19 C -0.316
20 C 0.281
21 O -0.371
22 C -0.111
23 O -0.473
24 C 0.269
25 C -0.246
26 C -0.208
27 C -0.228
28 C -0.208
29 C -0.087
30 Cl 0.020
31 H 0.229
32 H 0.219
33 H 0.217
34 H 0.217
35 H 0.222
36 H 0.200
37 H 0.242
38 H 0.242